1.
C36H57Cl2FN2O11S | ωB97M-V/def2-TZVPD

**Highest occupied orbital energy**: -0.289 hartree
**Max |F|**: 3.2 eV Å⁻¹
**Multiplicity**: 1
**E_LUMO**: -0.66 eV

Positions of all 110 atoms, in Å:
C 2.863 2.384 -3.116
C 2.114 1.250 -3.325
C 1.566 0.813 -4.628
C 2.310 0.403 -5.669
C 3.834 0.363 -5.562
C 4.438 -0.790 -4.714
C 3.684 -2.114 -4.746
F 4.631 -0.379 -3.389
C 1.697 -0.046 -6.921
C 2.601 -0.511 -8.051
O 3.248 -1.730 -7.663
C 4.362 -1.945 -8.542
C 0.357 -0.071 -7.084
C -0.355 -0.539 -8.302
Cl -1.457 -1.884 -8.016
C -0.228 -0.039 -9.538
C 0.652 1.144 -9.851
Cl -1.131 -0.768 -10.843
C -0.457 0.391 -6.005
N -1.783 0.479 -5.996
S -2.176 1.081 -4.559
N -0.719 1.234 -3.861
C 0.135 0.828 -4.790
H 2.399 3.375 -3.166
H 3.922 2.361 -2.847
H 1.912 0.591 -2.467
H 4.137 1.288 -5.059
H 4.332 0.391 -6.532
H 5.437 -0.980 -5.132
H 3.982 -2.675 -5.630
H 4.045 -2.697 -3.885
H 2.602 -2.024 -4.622
H 3.367 0.262 -8.204
H 2.027 -0.734 -8.950
H 5.304 -1.678 -8.040
H 4.385 -3.021 -8.749
H 4.249 -1.387 -9.476
H 1.513 0.814 -10.447
H 0.076 1.803 -10.511
H 0.998 1.660 -8.957
O -3.413 2.773 -1.385
C -4.308 1.983 -1.506
O -5.385 2.311 -2.252
C -6.404 1.379 -2.619
C -7.456 1.249 -1.537
C -4.301 0.662 -0.775
H -5.970 0.417 -2.895
H -6.862 1.784 -3.522
H -7.032 0.860 -0.610
H -8.255 0.579 -1.857
H -7.886 2.224 -1.308
H -4.679 0.812 0.235
H -3.278 0.298 -0.722
H -4.878 -0.117 -1.268
O -2.486 -1.921 0.693
C -2.569 -1.692 1.871
O -3.705 -1.182 2.372
C -3.957 -1.048 3.783
C -3.384 0.242 4.327
C -1.385 -1.883 2.782
H -3.603 -1.922 4.328
H -5.041 -1.036 3.889
H -2.298 0.276 4.224
H -3.633 0.357 5.376
H -3.783 1.096 3.774
H -0.756 -0.997 2.724
H -0.820 -2.745 2.433
H -1.649 -2.080 3.819
O 3.883 -0.664 3.245
C 4.595 -0.348 2.329
O 4.333 0.786 1.659
C 5.209 1.345 0.674
C 4.967 0.733 -0.690
C 5.716 -1.244 1.861
H 6.250 1.266 0.992
H 4.976 2.409 0.641
H 5.173 -0.337 -0.696
H 5.599 1.207 -1.441
H 3.925 0.858 -0.981
H 5.309 -1.996 1.186
H 6.143 -1.738 2.731
H 6.529 -0.715 1.369
O -3.444 -1.246 6.869
C -3.520 -1.024 8.050
O -4.672 -0.535 8.547
C -4.939 -0.414 9.945
C -4.391 0.882 10.506
C -2.331 -1.197 8.964
H -4.576 -1.288 10.487
H -6.025 -0.419 10.039
H -3.305 0.931 10.416
H -4.654 0.985 11.560
H -4.797 1.733 9.958
H -1.713 -0.301 8.913
H -1.751 -2.046 8.614
H -2.595 -1.402 10.000
O -0.128 -2.133 6.949
C 0.508 -1.171 6.609
O 0.622 -0.123 7.450
C 1.503 0.980 7.215
C 0.859 2.025 6.328
C 1.097 -1.077 5.228
H 2.461 0.635 6.823
H 1.704 1.410 8.195
H 0.628 1.627 5.340
H 1.520 2.884 6.206
H -0.081 2.366 6.764
H 0.325 -0.722 4.551
H 1.414 -2.070 4.921
H 1.971 -0.436 5.148

Atomic partial charges in e from the Löwdin method, atoms 1 to 6: atom 1 (C): 0.015, atom 2 (C): -0.106, atom 3 (C): -0.125, atom 4 (C): -0.091, atom 5 (C): -0.062, atom 6 (C): -0.335

---

2.
C36H57N10O15 | ωB97M-V/def2-TZVPD

**Highest occupied orbital energy**: -0.243 hartree
**Max |F|**: 12.6 eV Å⁻¹
**Multiplicity**: 1
**Energy above the lowest of the compared OMol25 structures with the same formula, charge and spin**: 305.68 kJ/mol
**Charge**: -1
**E_LUMO**: 0.52 eV

Positions of all 118 atoms, in Å:
N -0.543 0.508 0.535
O -0.052 -0.101 1.448
O -0.292 0.080 -0.640
O -0.864 1.689 0.590
C 1.310 -3.442 1.234
C 1.516 -4.945 1.735
C 1.831 -5.911 0.576
C 1.999 -5.514 -0.927
C 1.509 -3.962 -1.245
C 1.283 -3.020 -0.106
N 2.518 -6.391 -1.990
O 3.064 -5.872 -2.965
O 2.787 -7.544 -1.630
H 1.217 -2.603 1.988
H 1.166 -5.142 2.675
H 2.119 -6.790 0.893
H 1.447 -3.735 -2.240
H 1.155 -1.963 -0.128
C 1.154 4.354 -1.999
C 1.560 2.885 -2.400
C 2.979 2.596 -2.934
C 3.702 3.798 -3.511
C 3.327 5.282 -3.044
C 1.949 5.477 -2.250
N 4.949 3.712 -4.247
O 5.355 4.773 -4.911
O 5.526 2.588 -4.285
H 0.254 4.473 -1.619
H 0.922 2.083 -2.271
H 3.423 1.575 -2.995
H 3.856 6.216 -3.476
H 1.436 6.353 -1.957
C -1.643 -2.305 3.543
C -2.328 -3.636 3.379
C -2.116 -4.776 4.315
C -0.946 -4.491 5.297
C -0.392 -3.144 5.520
C -0.845 -2.007 4.643
N -0.581 -5.683 6.149
O -0.015 -5.503 7.265
O -0.713 -6.793 5.604
H -1.810 -1.668 2.813
H -2.754 -3.897 2.513
H -2.601 -5.790 4.256
H 0.356 -2.826 6.302
H -0.424 -0.954 4.863
C -3.209 2.589 2.944
O -2.855 3.824 3.021
N -3.526 1.952 4.050
C -3.843 0.432 4.013
C -3.616 2.538 5.371
H -3.044 2.132 1.884
H -3.821 0.074 3.087
H -4.643 0.207 4.421
H -3.241 -0.265 4.487
H -3.285 1.986 6.260
H -4.777 2.881 5.617
H -2.939 3.254 5.476
C -2.171 4.647 -0.583
O -1.683 5.850 -0.581
N -2.714 4.214 -1.779
C -3.237 2.845 -1.820
C -2.685 5.048 -3.012
H -2.264 4.076 0.238
H -3.465 2.787 -2.809
H -4.092 2.743 -1.201
H -2.508 2.150 -1.646
H -3.376 4.662 -3.764
H -1.699 4.859 -3.244
H -2.899 6.038 -3.039
C 3.844 -1.682 -2.895
O 2.899 -1.168 -3.544
N 4.119 -1.210 -1.664
C 5.083 -1.886 -0.884
C 3.291 -0.188 -0.926
H 4.533 -2.350 -3.430
H 6.134 -2.079 -1.346
H 4.521 -2.750 -0.506
H 5.391 -1.580 0.155
H 2.305 -0.153 -1.393
H 3.739 0.780 -1.160
H 3.264 -0.582 0.035
C 3.636 3.555 2.891
O 4.722 3.853 3.490
N 3.686 2.444 2.071
C 2.524 2.088 1.319
C 4.848 1.531 1.921
H 2.727 4.210 2.847
H 1.613 2.600 1.946
H 2.650 0.983 1.136
H 2.633 2.559 0.530
H 4.732 0.909 1.143
H 4.948 1.025 2.763
H 5.684 1.954 1.863
C -0.691 -1.371 -3.648
O -1.267 -2.518 -3.268
N -0.779 -0.937 -4.939
C -0.127 0.282 -5.339
C -1.764 -1.429 -5.913
H -0.077 -0.804 -3.001
H 0.952 0.439 -4.880
H -0.427 1.138 -4.937
H -0.115 0.688 -6.320
H -2.182 -2.370 -5.325
H -1.336 -1.688 -6.773
H -2.514 -0.937 -5.983
C -4.504 0.413 0.260
O -5.532 1.022 0.790
N -4.481 -0.944 0.211
C -3.387 -1.578 -0.433
C -5.643 -1.687 0.779
H -3.536 1.070 0.092
H -2.378 -1.555 -0.064
H -3.289 -1.260 -1.478
H -3.445 -2.747 -0.554
H -6.396 -1.476 0.178
H -6.080 -1.503 1.713
H -5.682 -2.667 0.716

Atomic partial charges in e from the Löwdin method, atoms 1 to 6: atom 1 (N): -0.618, atom 2 (O): -0.026, atom 3 (O): -0.114, atom 4 (O): -0.047, atom 5 (C): -0.047, atom 6 (C): 0.033

---

3.
C36H57N6O5P | ωB97M-V/def2-TZVPD

**SMILES string**: CCP(CC)[C@H](C#N)[C@](C#N)(C[C@@H](C)OCc1ccccc1)c1ccccc1.CNC(C)=O.CNC(C)=O.CNC(C)=O.CNC(C)=O
**Highest occupied orbital energy**: -0.298 hartree
**Max |F|**: 1.3 eV Å⁻¹
**Multiplicity**: 1
**Energy above the lowest of the compared OMol25 structures with the same formula, charge and spin**: 0.00 kJ/mol
**E_LUMO**: 0.50 eV

Positions of all 105 atoms, in Å:
C -5.329 2.594 -6.426
C -4.259 2.074 -5.456
P -2.661 1.805 -6.323
C -1.268 2.367 -5.241
C -1.684 3.313 -4.115
C -2.505 -0.054 -6.432
C -3.724 -0.469 -7.121
N -4.687 -0.800 -7.652
C -2.203 -0.935 -5.123
C -2.552 -0.155 -3.924
N -2.837 0.475 -3.003
C -0.680 -1.183 -5.129
C -0.018 -1.603 -3.807
C -0.753 -2.651 -2.988
O 1.262 -2.115 -4.201
C 2.363 -1.573 -3.505
C 2.611 -2.202 -2.155
C 3.095 -1.430 -1.108
C 3.349 -2.001 0.132
C 3.113 -3.353 0.332
C 2.629 -4.127 -0.712
C 2.385 -3.559 -1.949
C -3.027 -2.225 -5.161
C -2.621 -3.307 -5.928
C -3.391 -4.456 -5.989
C -4.583 -4.544 -5.290
C -4.999 -3.462 -4.532
C -4.227 -2.317 -4.465
H -5.161 2.232 -7.438
H -6.314 2.242 -6.118
H -5.365 3.682 -6.434
H -4.608 1.138 -5.015
H -4.121 2.754 -4.619
H -0.595 2.900 -5.912
H -0.687 1.550 -4.814
H -2.482 2.902 -3.503
H -0.831 3.529 -3.472
H -2.022 4.270 -4.519
H -1.674 -0.255 -7.109
H -0.401 -1.910 -5.887
H -0.210 -0.245 -5.425
H 0.146 -0.706 -3.203
H -0.319 -2.703 -1.991
H -1.814 -2.447 -2.871
H -0.637 -3.631 -3.449
H 3.236 -1.749 -4.137
H 2.268 -0.487 -3.399
H 3.273 -0.372 -1.255
H 3.720 -1.372 0.930
H 3.299 -3.775 1.310
H 2.442 -5.178 -0.536
H 1.999 -4.156 -2.764
H -1.711 -3.286 -6.510
H -3.052 -5.286 -6.592
H -5.180 -5.442 -5.343
H -5.932 -3.512 -3.989
H -4.571 -1.483 -3.869
C -2.039 9.650 -3.480
N -1.973 8.670 -4.546
C -2.691 7.523 -4.683
C -3.696 7.199 -3.600
O -2.523 6.793 -5.644
H -2.317 10.628 -3.875
H -1.071 9.742 -2.983
H -2.776 9.355 -2.741
H -1.322 8.828 -5.299
H -4.179 6.262 -3.858
H -3.205 7.090 -2.632
H -4.454 7.979 -3.525
C 0.750 -1.566 4.306
N 0.782 -2.670 3.358
C 0.167 -3.876 3.441
C -0.679 -4.137 4.668
O 0.298 -4.714 2.562
H 0.343 -0.673 3.831
H 1.752 -1.331 4.656
H 0.135 -1.813 5.164
H 1.324 -2.556 2.515
H -1.095 -5.136 4.583
H -0.077 -4.076 5.575
H -1.494 -3.416 4.739
C 5.367 0.379 6.982
N 4.111 0.415 6.255
C 2.895 0.826 6.702
C 2.820 1.330 8.121
O 1.916 0.781 5.971
H 6.109 1.011 6.489
H 5.755 -0.640 7.021
H 5.228 0.724 8.000
H 4.106 0.106 5.296
H 1.794 1.621 8.325
H 3.124 0.556 8.825
H 3.468 2.197 8.257
C 4.665 -2.846 12.623
N 4.676 -2.020 11.431
C 4.840 -0.677 11.341
C 5.040 0.090 12.626
O 4.824 -0.118 10.253
H 5.462 -3.591 12.578
H 3.712 -3.367 12.717
H 4.814 -2.236 13.507
H 4.547 -2.471 10.539
H 5.154 1.141 12.379
H 4.181 -0.028 13.287
H 5.935 -0.250 13.147

Atomic partial charges in e from the Löwdin method, atoms 1 to 6: atom 1 (C): -0.165, atom 2 (C): -0.419, atom 3 (P): 1.037, atom 4 (C): -0.405, atom 5 (C): -0.163, atom 6 (C): -0.358

---

4.
C36H58GeN6NdO2P2 | ωB97M-V/def2-TZVPD

**Highest occupied orbital energy (spin up / spin down)**: -0.315 / -0.315 hartree
**Max |F|**: 1.7 eV Å⁻¹
**Multiplicity**: 4
**Energy above the lowest of the compared OMol25 structures with the same formula, charge and spin**: 0.00 kJ/mol
**⟨S²⟩**: 3.756
**Charge**: +1
**E_LUMO (spin up / spin down)**: -3.31 / -3.30 eV

Positions of all 106 atoms, in Å:
Nd 0.002 0.026 -0.265
C -2.237 3.519 1.941
P -0.960 2.283 1.448
C -0.030 2.179 3.025
C 0.198 3.373 0.473
C -0.385 3.801 -0.873
P -1.080 2.365 -1.843
C -0.773 3.007 -3.539
C -2.890 2.719 -1.767
H -1.766 4.355 2.458
H -2.945 3.040 2.616
H -2.786 3.887 1.078
H 0.350 3.157 3.323
H 0.794 1.471 2.927
H -0.696 1.815 3.806
H 1.114 2.784 0.304
H 0.464 4.254 1.067
H 0.405 4.253 -1.482
H -1.167 4.554 -0.733
H -1.147 4.027 -3.625
H -1.287 2.387 -4.272
H 0.293 2.996 -3.760
H -3.085 3.775 -1.955
H -3.305 2.428 -0.803
H -3.384 2.146 -2.551
C 6.192 1.600 1.850
C 5.959 0.280 2.585
N 5.326 0.455 3.871
C 6.121 0.949 4.982
C 5.835 2.412 5.308
C 4.062 0.052 4.155
O 3.596 0.127 5.282
C 3.276 -0.555 3.053
C 2.928 -1.936 3.200
C 2.266 -2.564 2.222
C 1.827 -1.849 0.978
N 1.963 -0.367 1.028
C 2.734 0.140 1.998
H 6.562 1.402 0.846
H 6.924 2.211 2.370
H 5.262 2.158 1.775
H 6.923 -0.222 2.731
H 5.328 -0.371 1.973
H 7.175 0.809 4.737
H 5.870 0.344 5.860
H 6.021 3.052 4.448
H 6.471 2.727 6.130
H 4.796 2.521 5.609
H 3.220 -2.437 4.111
H 2.012 -3.612 2.272
H 2.454 -2.196 0.117
H 2.900 1.217 1.929
C -5.423 -0.515 -1.165
C -5.155 -1.972 -1.540
N -5.258 -2.210 -2.961
C -6.587 -2.228 -3.562
C -6.848 -1.004 -4.433
C -4.227 -2.529 -3.766
O -4.362 -2.816 -4.940
C -2.829 -2.523 -3.206
C -2.028 -3.645 -3.407
C -0.681 -3.568 -3.090
C -0.183 -2.392 -2.563
N -0.943 -1.309 -2.335
C -2.229 -1.382 -2.690
H -5.270 -0.377 -0.099
H -6.446 -0.240 -1.402
H -4.756 0.153 -1.702
H -5.882 -2.610 -1.026
H -4.158 -2.263 -1.205
H -7.321 -2.294 -2.759
H -6.662 -3.123 -4.185
H -6.749 -0.086 -3.860
H -7.854 -1.058 -4.839
H -6.145 -0.987 -5.261
H -2.454 -4.544 -3.823
H -0.026 -4.409 -3.253
H 0.873 -2.298 -2.318
H -2.808 -0.473 -2.557
N 1.939 -0.212 -6.557
C 2.243 0.023 -5.476
C 2.576 0.336 -4.142
C 3.913 0.426 -3.701
C 4.128 0.784 -2.384
C 3.049 1.031 -1.549
N 1.760 0.911 -1.951
C 1.557 0.575 -3.225
H 4.726 0.228 -4.381
H 5.131 0.878 -1.998
H 3.206 1.327 -0.521
H 0.523 0.500 -3.552
C -0.618 -1.202 3.816
Ge -0.899 -2.290 2.158
C -2.574 -1.506 1.309
C -1.474 -4.131 2.695
C 0.362 -2.187 0.620
H -0.907 -1.801 4.673
H -1.244 -0.314 3.804
H 0.419 -0.912 3.948
H -3.384 -1.426 2.027
H -2.908 -2.168 0.511
H -2.400 -0.504 0.869
H -2.376 -4.086 3.295
H -0.698 -4.607 3.286
H -1.675 -4.752 1.827
H 0.330 -3.167 0.127

Atomic partial charges in e from the Löwdin method, atoms 1 to 6: atom 1 (Nd): 1.479, atom 2 (C): -0.245, atom 3 (P): 0.785, atom 4 (C): -0.258, atom 5 (C): -0.440, atom 6 (C): -0.401

---

- Which of these has the lowest max |F|?
  C36H57N6O5P

---

- Among the records above, which one has the highest multiplicity?
  C36H58GeN6NdO2P2